(1)
C4H8S | the ωB97M-V functional and the def2-TZVPD basis

frontier orbital gap = 9.78 eV
total charge = 0
2S+1 = 1
LUMO level = 1.1 eV
SMILES = C[C@H]1S[C@@H]1C
energy above the lowest of the compared OMol25 structures with the same formula, charge and spin = 1.438 eV

```
13
C4H8S (the ωB97M-V functional and the def2-TZVPD basis)
C 0.478 0.620 0.040
C 0.130 -0.813 -0.102
C -0.028 1.521 1.436
C -0.450 -1.407 -1.329
S 1.896 -0.423 -0.101
H 0.146 1.211 -0.907
H -0.174 -1.227 0.958
H 0.674 1.135 2.216
H -1.125 1.353 1.592
H 0.130 2.602 1.058
H -0.065 -0.775 -2.174
H -1.422 -1.204 -1.340
H -0.190 -2.593 -1.347
```

Results of the natural (NBO) charge analysis, in e, for atoms 1 through 5: number 1, C, carries -0.33; number 2, C, carries -0.30; number 3, C, carries -0.61; number 4, C, carries -0.61; number 5, S, carries 0.13


(2)
C31H79Cl21O32P8 | the ωB97M-V functional and the def2-TZVPD basis

frontier orbital gap = 10.30 eV
total charge = 0
2S+1 = 1
LUMO level = 0.0 eV

```
171
C31H79Cl21O32P8 (the ωB97M-V functional and the def2-TZVPD basis)
C -3.882 4.502 -3.771
O -3.275 4.068 -4.982
P -1.937 3.178 -4.846
O -0.731 3.739 -4.120
O -2.541 1.789 -4.316
C -1.842 1.015 -3.334
O -1.623 2.868 -6.393
C -0.370 3.134 -6.930
H -3.857 5.591 -3.751
H -3.251 4.149 -2.956
H -4.901 4.148 -3.611
H -1.289 0.185 -3.775
H -2.485 0.668 -2.525
H -1.052 1.547 -2.804
H -0.128 2.366 -7.664
H 0.457 3.175 -6.221
H -0.479 4.036 -7.532
C 7.834 -0.586 -0.366
O 7.448 0.577 0.453
P 6.325 0.395 1.654
O 6.364 1.450 2.719
O 6.543 -1.108 2.186
C 7.689 -1.517 2.923
O 4.891 0.326 0.826
C 3.687 0.092 1.498
H 7.667 -1.589 0.026
H 8.909 -0.542 -0.539
H 7.301 -0.467 -1.310
H 8.179 -0.607 3.270
H 8.370 -2.104 2.307
H 7.354 -2.152 3.744
H 3.852 0.162 2.573
H 3.272 -0.859 1.165
H 2.952 0.843 1.209
C 2.297 2.318 -3.938
O 2.507 1.162 -4.685
P 4.006 0.577 -4.896
O 4.987 1.412 -5.603
O 4.520 0.189 -3.399
C 3.765 -0.609 -2.541
O 3.705 -0.894 -5.612
C 3.346 -0.906 -6.995
H 1.533 2.140 -3.181
H 1.769 3.146 -4.411
H 3.195 2.758 -3.505
H 4.238 -1.582 -2.406
H 2.772 -0.823 -2.936
H 3.538 -0.122 -1.593
H 4.180 -1.440 -7.449
H 3.342 0.131 -7.330
H 2.448 -1.484 -7.214
C -2.614 0.870 0.478
O -1.377 1.244 -0.019
P -0.231 0.145 -0.072
O 1.104 0.609 -0.590
O -0.223 -0.410 1.450
C 0.214 0.396 2.537
O -0.803 -1.098 -0.967
C -0.130 -2.354 -1.021
H -3.267 1.460 -0.165
H -2.727 1.163 1.522
H -2.852 -0.186 0.346
H -0.673 0.709 3.087
H 0.891 1.186 2.213
H 0.847 -0.169 3.222
H 0.175 -2.571 -2.045
H -0.813 -3.072 -0.569
H 0.769 -2.341 -0.405
C 1.328 -8.409 -1.025
O 1.260 -7.026 -1.474
P 0.088 -6.547 -2.515
O -1.312 -6.451 -1.981
O 0.226 -7.652 -3.670
C -0.811 -7.801 -4.635
O 0.736 -5.191 -3.191
C 2.041 -5.347 -3.780
H 2.269 -8.917 -1.235
H 0.495 -8.949 -1.475
H 1.272 -8.498 0.060
H -0.750 -8.885 -4.722
H -0.489 -7.441 -5.612
H -1.801 -7.420 -4.386
H 2.718 -4.521 -3.561
H 2.034 -5.362 -4.870
H 2.521 -6.295 -3.538
C -2.161 7.345 -1.417
O -3.323 8.112 -1.106
P -4.698 7.369 -0.641
O -5.619 6.916 -1.723
O -4.208 6.217 0.337
C -5.003 5.006 0.436
O -5.372 8.473 0.374
C -4.765 8.729 1.601
H -2.509 6.312 -1.417
H -1.416 7.562 -0.652
H -1.659 7.699 -2.318
H -5.095 4.843 1.510
H -4.519 4.063 0.180
H -5.962 4.992 -0.082
H -4.450 9.768 1.705
H -3.914 8.071 1.776
H -5.472 8.520 2.404
C -3.306 -6.349 4.868
O -3.590 -5.340 5.834
P -3.612 -3.800 5.421
O -3.744 -2.780 6.491
O -2.354 -3.649 4.411
C -2.232 -2.452 3.623
O -4.914 -3.820 4.428
C -6.139 -4.269 4.922
H -4.096 -7.091 4.983
H -2.349 -6.751 5.202
H -3.272 -5.875 3.887
H -2.956 -1.647 3.742
H -2.378 -2.725 2.578
H -1.192 -2.140 3.723
H -6.776 -4.790 4.208
H -6.808 -3.455 5.199
H -5.969 -4.900 5.795
C 3.910 4.527 6.831
O 3.459 3.321 6.233
P 2.183 3.348 5.226
O 0.997 4.049 5.720
O 2.800 3.986 3.879
C 3.868 3.395 3.185
O 1.930 1.786 4.810
C 1.446 0.923 5.822
H 4.995 4.550 6.939
H 3.419 4.691 7.790
H 3.750 5.376 6.165
H 3.962 2.343 3.454
H 4.839 3.798 3.475
H 3.776 3.599 2.118
H 1.305 1.370 6.806
H 2.154 0.120 6.027
H 0.535 0.431 5.479
C -6.407 -0.091 1.589
Cl -5.320 -1.481 1.414
Cl -5.657 1.496 1.951
Cl -7.511 -0.357 2.905
H -6.945 0.023 0.648
C 0.301 4.037 -0.850
Cl 1.391 4.009 0.547
Cl 0.655 5.418 -1.791
Cl -1.403 4.077 -0.342
H 0.432 3.154 -1.476
C 1.434 -4.366 3.759
Cl 2.881 -5.431 3.886
Cl 1.942 -2.857 2.922
Cl 0.798 -3.912 5.391
H 0.648 -4.730 3.096
C -0.904 -2.069 -5.607
Cl -1.394 -0.630 -6.444
Cl -2.206 -2.705 -4.549
Cl 0.661 -2.007 -4.767
H -0.655 -2.799 -6.377
C 4.177 -4.893 0.138
Cl 5.140 -3.551 0.738
Cl 4.842 -5.268 -1.475
Cl 2.425 -4.565 -0.034
H 4.328 -5.725 0.825
C -1.834 4.808 4.260
Cl -3.300 4.185 4.991
Cl -2.223 6.162 3.094
Cl -0.991 3.416 3.428
H -1.250 5.255 5.065
C -5.850 -2.374 -2.488
Cl -7.433 -1.626 -2.076
Cl -5.643 -3.963 -1.717
Cl -4.571 -1.319 -1.828
H -5.770 -2.412 -3.575
```

Results of the Löwdin charge analysis, in e, for atoms 1 through 5: number 1, C, carries -0.10; number 2, O, carries -0.21; number 3, P, carries 0.48; number 4, O, carries -0.28; number 5, O, carries -0.21


(3)
C4H6N2O | the ωB97M-V functional and the def2-TZVPD basis

frontier orbital gap = 9.62 eV
total charge = 0
2S+1 = 1
LUMO level = 0.9 eV
SMILES = Cc1cc(N)on1
energy above the lowest of the compared OMol25 structures with the same formula, charge and spin = 1.634 eV

```
13
C4H6N2O (the ωB97M-V functional and the def2-TZVPD basis)
C 0.807 1.122 -1.861
C 0.128 0.590 -0.639
N -0.670 1.372 0.042
O -1.065 0.625 1.149
C -0.469 -0.571 1.109
N -0.675 -1.387 2.201
C 0.292 -0.680 -0.016
H 0.455 2.137 -2.061
H 1.890 1.156 -1.701
H 0.616 0.498 -2.739
H -0.926 -2.341 1.990
H -1.287 -0.973 2.891
H 0.917 -1.506 -0.322
```

Results of the natural (NBO) charge analysis, in e, for atoms 1 through 5: number 1, C, carries -0.64; number 2, C, carries 0.17; number 3, N, carries -0.16; number 4, O, carries -0.31; number 5, C, carries 0.50


(4)
C45H53N4O4ReSe | the ωB97M-V functional and the def2-TZVPD basis

frontier orbital gap (spin up / spin down) = 7.16 / 6.08 eV
total charge = +1
2S+1 = 4
LUMO level (spin up / spin down) = -3.1 / -4.2 eV
energy above the lowest of the compared OMol25 structures with the same formula, charge and spin = 0.000 eV

```
108
C45H53N4O4ReSe (the ωB97M-V functional and the def2-TZVPD basis)
Re -0.130 -0.079 -0.318
C -2.052 5.815 4.790
C -1.586 4.369 4.984
C -0.448 4.368 6.012
C -2.778 3.563 5.524
C -1.108 3.733 3.690
C -0.725 2.391 3.671
C -0.371 1.787 2.481
Se -0.070 -0.144 2.322
C 1.840 -0.521 2.375
C 2.427 -0.969 3.540
C 3.732 -1.449 3.524
C 4.402 -1.426 2.302
C 3.848 -0.987 1.115
C 2.497 -0.538 1.122
O 1.858 -0.222 0.040
C 4.611 -1.010 -0.201
C 6.046 -1.523 -0.045
C 3.885 -1.928 -1.197
C 4.664 0.416 -0.762
C 4.349 -2.016 4.790
C 5.761 -2.562 4.569
C 3.473 -3.174 5.290
C 4.422 -0.921 5.861
C -0.411 2.478 1.247
O -0.189 1.860 0.142
C -0.769 3.855 1.269
C -1.090 4.430 2.480
C -0.827 4.598 -0.056
C 0.578 4.599 -0.673
C -1.277 6.052 0.107
C -1.816 3.895 -1.000
H -2.418 6.202 5.739
H -1.235 6.453 4.464
H -2.868 5.872 4.073
H -0.790 4.829 6.936
H -0.110 3.361 6.240
H 0.398 4.940 5.638
H -3.197 4.059 6.397
H -3.557 3.495 4.768
H -2.487 2.559 5.818
H -0.720 1.812 4.582
H 1.848 -0.962 4.451
H 5.408 -1.798 2.271
H 6.066 -2.552 0.309
H 6.530 -1.497 -1.019
H 6.621 -0.895 0.631
H 3.818 -2.937 -0.794
H 2.885 -1.555 -1.407
H 4.434 -1.963 -2.134
H 5.151 1.084 -0.054
H 5.228 0.421 -1.691
H 3.663 0.788 -0.967
H 5.763 -3.362 3.832
H 6.446 -1.779 4.254
H 6.132 -2.973 5.505
H 3.365 -3.926 4.511
H 3.937 -3.643 6.154
H 2.484 -2.834 5.583
H 5.057 -0.105 5.526
H 3.440 -0.518 6.091
H 4.844 -1.330 6.775
H -1.363 5.470 2.479
H 1.278 5.100 -0.007
H 0.927 3.584 -0.852
H 0.560 5.124 -1.624
H -0.583 6.610 0.730
H -1.293 6.521 -0.874
H -2.279 6.114 0.525
H -1.430 2.928 -1.313
H -2.780 3.752 -0.512
H -1.966 4.492 -1.895
O -1.831 0.988 -3.931
C -1.536 0.685 -2.798
O -0.356 0.459 -2.348
C -2.632 0.469 -1.751
C -3.972 0.680 -2.027
C -4.913 0.445 -1.038
C -4.465 0.005 0.201
C -3.110 -0.190 0.397
N -2.196 0.035 -0.553
H -4.250 1.018 -3.011
H -5.966 0.587 -1.228
H -5.155 -0.187 1.008
H -2.729 -0.540 1.351
C -0.206 -3.672 -2.728
C -0.508 -2.470 -2.123
N -0.019 -2.116 -0.925
C 0.746 -3.005 -0.284
C 1.106 -4.235 -0.822
C 0.635 -4.562 -2.090
C 2.017 -5.150 -0.114
C 1.633 -6.073 0.768
C 0.243 -6.298 1.137
C -0.145 -7.449 1.830
C -1.504 -7.614 2.042
N -2.392 -6.719 1.636
C -1.924 -5.648 1.027
N -0.663 -5.395 0.750
H -0.614 -3.899 -3.699
H -1.138 -1.761 -2.638
H 1.102 -2.734 0.703
H 0.899 -5.498 -2.557
H 3.056 -5.083 -0.413
H 2.351 -6.750 1.210
H 0.583 -8.173 2.159
H -1.906 -8.483 2.544
H -2.647 -4.910 0.709
```

Results of the Löwdin charge analysis, in e, for atoms 1 through 5: number 1, Re, carries 1.65; number 2, C, carries -0.06; number 3, C, carries -0.56; number 4, C, carries -0.04; number 5, C, carries -0.04


(5)
C5H15N4 | the ωB97M-V functional and the def2-TZVPD basis

frontier orbital gap (spin up / spin down) = 10.13 / 10.13 eV
total charge = +1
2S+1 = 1
LUMO level (spin up / spin down) = -2.9 / -2.9 eV
energy above the lowest of the compared OMol25 structures with the same formula, charge and spin = 3.023 eV

```
24
C5H15N4 (the ωB97M-V functional and the def2-TZVPD basis)
C 1.122 -0.661 -2.765
C -2.065 -0.240 0.336
C -1.182 0.308 3.095
C 1.043 0.567 -1.870
C -1.173 0.869 0.617
N 1.344 -0.561 0.227
N 2.502 -0.929 -0.138
N -0.982 1.088 1.879
N 0.607 0.035 -0.528
H 1.763 -1.455 -2.340
H 0.151 -1.091 -2.658
H 1.211 -0.410 -3.849
H -3.067 0.007 0.805
H -2.098 -0.324 -0.790
H -1.571 -1.157 0.606
H -2.187 0.021 3.052
H -0.586 -0.527 2.996
H -0.983 0.763 4.078
H 0.100 1.049 -2.270
H 1.823 1.295 -1.863
H -0.988 1.505 -0.194
H 2.856 -0.569 -1.027
H -0.610 2.037 2.175
H 2.971 -1.621 0.427
```

Results of the natural (NBO) charge analysis, in e, for atoms 1 through 5: number 1, C, carries -0.63; number 2, C, carries -0.71; number 3, C, carries -0.42; number 4, C, carries -0.32; number 5, C, carries 0.32


(6)
C5H6N2O | the ωB97M-V functional and the def2-TZVPD basis

frontier orbital gap = 8.52 eV
total charge = 0
2S+1 = 1
LUMO level = 0.8 eV
SMILES = C1=C2CNN=C2CO1
energy above the lowest of the compared OMol25 structures with the same formula, charge and spin = 5.039 eV

```
14
C5H6N2O (the ωB97M-V functional and the def2-TZVPD basis)
C -1.672 0.592 -0.117
C 0.609 0.330 -0.392
C 1.789 -0.251 0.061
C -0.106 -0.968 1.403
C -0.529 -0.103 0.569
H -2.149 1.488 0.431
H -2.733 -0.188 -0.100
H -1.752 0.485 -2.075
H 2.490 0.339 0.323
H 1.966 -1.244 -0.493
H -0.419 -1.279 2.437
N -1.214 0.881 -1.422
N 0.138 0.676 -1.521
O 1.198 -1.012 1.366
```

Results of the natural (NBO) charge analysis, in e, for atoms 1 through 5: number 1, C, carries -0.24; number 2, C, carries 0.11; number 3, C, carries -0.08; number 4, C, carries 0.14; number 5, C, carries -0.18